15
Properties=species:S:1:pos:R:3 method="wB97M-V/def2-TZVPD" homo_lumo_gap_ev=10.96 total_charge=+1 spin_multiplicity=1 e_above_lowest_kj_mol=462.8 e_tot_ha=-324.86267 smiles="C#[N+]O[C@@H](C)C=C"
C 1.203 -2.395 -0.884
N 0.490 -1.868 -0.173
O -0.186 -1.291 0.652
C -0.637 0.185 0.400
C -1.011 0.812 1.633
C 0.480 0.797 -0.370
C 0.398 0.876 -1.679
H 1.953 -2.972 -1.421
H -1.483 -0.051 -0.176
H -0.320 0.868 2.437
H -1.742 0.236 2.115
H -1.345 1.799 1.611
H 1.348 0.973 0.181
H -0.429 0.771 -2.266
H 1.282 1.261 -2.060


15
Properties=species:S:1:pos:R:3 method="wB97M-V/def2-TZVPD" homo_lumo_gap_ev="4.94 / 10.38" total_charge=+1 spin_multiplicity=3 e_above_lowest_kj_mol=210.1 e_tot_ha=-324.80433
C -1.335 0.096 0.028
C -2.029 -0.989 -0.194
C 1.770 -1.832 0.354
C 2.510 -0.845 0.106
C -0.232 2.357 0.031
N -0.657 1.029 0.194
O 1.087 -2.778 0.359
H -2.798 -1.286 0.520
H -1.431 -1.810 -0.001
H 2.873 -0.181 0.871
H 3.063 -0.822 -0.797
H -2.384 -1.001 -1.110
H -1.086 3.013 0.060
H 0.098 2.402 -1.100
H 0.547 2.648 0.680


16
Properties=species:S:1:pos:R:3 method="wB97M-V/def2-TZVPD" homo_lumo_gap_ev=5.11 total_charge=-1 spin_multiplicity=1 e_above_lowest_kj_mol=382.2 e_tot_ha=-400.46915
O 0.510 -1.122 2.401
C 0.589 0.180 2.234
O 0.454 1.019 3.080
C 0.710 0.536 0.735
C -0.549 0.120 -0.029
C -0.377 -0.345 -1.484
C -0.863 0.489 -2.452
N 0.176 -1.569 -1.699
H 1.549 -0.063 0.357
H 0.884 1.606 0.651
H -1.140 -0.651 0.482
H -1.173 1.022 -0.090
H -0.611 0.270 -3.486
H -1.319 1.455 -2.261
H -0.341 -2.159 -1.040
H 1.499 -0.789 2.599


16
Properties=species:S:1:pos:R:3 method="wB97M-V/def2-TZVPD" homo_lumo_gap_ev="6.76 / 7.88" total_charge=-1 spin_multiplicity=1 e_above_lowest_kj_mol=423.6 e_tot_ha=-400.45336
C 0.386 1.367 1.472
C 0.331 -1.991 0.417
C 0.963 0.072 -1.170
C -1.464 -0.432 -0.598
C -0.002 -0.639 -0.309
N 0.182 2.480 0.968
O -0.382 -2.346 1.380
O 1.243 -2.607 -0.181
H 0.623 1.000 2.537
H 0.667 0.078 -2.197
H 0.895 1.154 -1.044
H 1.928 -0.335 -0.758
H -1.455 0.480 -1.220
H -2.124 -0.350 0.285
H -1.929 -1.267 -1.232
H 0.138 3.336 1.652


16
Properties=species:S:1:pos:R:3 method="wB97M-V/def2-TZVPD" homo_lumo_gap_ev="6.71 / 8.33" total_charge=+1 spin_multiplicity=3 e_above_lowest_kj_mol=213.6 e_tot_ha=-400.02655
C 0.924 -0.814 0.068
C -0.266 -1.498 0.040
C -3.366 0.719 0.120
C -2.226 -0.151 -0.074
C 2.776 0.614 -0.096
N 1.344 0.411 0.009
O -1.615 -1.185 0.089
O -1.963 1.141 -0.180
H 1.658 -1.565 -0.216
H -0.031 -2.578 -0.126
H -4.082 1.052 -0.749
H -3.706 0.766 1.171
H 3.475 0.317 0.767
H 3.065 -0.101 -0.884
H 3.143 1.680 -0.365
H 0.870 1.194 0.426


17
Properties=species:S:1:pos:R:3 method="wB97M-V/def2-TZVPD" homo_lumo_gap_ev=9.74 total_charge=+1 spin_multiplicity=1 e_above_lowest_kj_mol=105.6 e_tot_ha=-475.46134 smiles="O=C1C=[N+](CO)CCO1"
O 2.726 2.837 0.453
C 1.914 1.993 0.611
C 1.524 0.908 -0.533
N 0.466 0.191 -0.443
C 0.009 -0.907 -1.336
O -1.305 -1.209 -1.053
C -0.427 0.166 0.731
C 0.297 0.843 1.905
O 1.206 1.852 1.658
H 2.250 0.867 -1.383
H 0.653 -1.838 -1.137
H 0.162 -0.799 -2.385
H -1.924 -0.836 -1.737
H -0.807 -0.923 0.924
H -1.365 0.621 0.384
H -0.465 1.248 2.487
H 0.877 0.222 2.446


15
Properties=species:S:1:pos:R:3 method="wB97M-V/def2-TZVPD" homo_lumo_gap_ev="9.37 / 9.37" total_charge=0 spin_multiplicity=1 e_above_lowest_kj_mol=456.2 e_tot_ha=-591.22875
C 3.455 -0.174 0.146
C 1.200 -0.599 0.008
C 0.816 -1.805 -0.710
C -2.041 1.729 0.189
C -1.168 0.404 0.555
N 4.556 0.018 0.301
P 0.671 0.846 0.582
H 0.550 -2.457 0.110
H -0.136 -1.542 -1.124
H 1.491 -2.203 -1.577
H -1.729 2.552 0.701
H -1.882 1.845 -0.991
H -3.122 1.623 0.371
H -1.294 -0.436 -0.124
H -1.369 0.199 1.563


14
Properties=species:S:1:pos:R:3 method="wB97M-V/def2-TZVPD" homo_lumo_gap_ev=8.90 total_charge=0 spin_multiplicity=1 e_above_lowest_kj_mol=154.8 e_tot_ha=-270.49894 smiles="C/C=C/C=C/O"
C 1.233 -1.482 1.623
C 0.605 -0.793 0.467
C -0.539 -0.135 0.504
C -1.253 0.699 -0.464
C -0.596 1.222 -1.506
O -1.267 2.004 -2.413
H 2.260 -1.158 1.833
H 0.628 -1.317 2.511
H 1.435 -2.544 1.450
H 1.056 -0.911 -0.520
H -1.063 -0.059 1.464
H -2.260 0.989 -0.230
H 0.419 0.990 -1.796
H -0.658 2.496 -2.923


14
Properties=species:S:1:pos:R:3 method="wB97M-V/def2-TZVPD" homo_lumo_gap_ev="8.04 / 8.03" total_charge=0 spin_multiplicity=1 e_above_lowest_kj_mol=674.0 e_tot_ha=-270.30118
C -1.317 0.191 -0.807
C -1.244 1.470 -0.188
C -0.655 0.210 0.628
C 0.648 -0.166 0.599
C 1.985 -0.322 0.099
O 1.482 -0.870 1.367
H -0.543 0.075 -1.579
H -0.994 -1.815 -0.670
H -2.079 1.792 0.438
H -0.604 2.290 -0.519
H -1.235 -0.101 1.491
H -0.371 -2.172 -0.435
H 2.246 -1.087 -0.630
H 2.681 0.506 0.206


14
Properties=species:S:1:pos:R:3 method="wB97M-V/def2-TZVPD" homo_lumo_gap_ev=10.65 total_charge=0 spin_multiplicity=1 e_above_lowest_kj_mol=218.4 e_tot_ha=-270.47470 smiles=C[C@]12CC[C@H]1O2
C 0.827 -1.050 1.351
C 0.463 -0.242 0.134
C 0.121 1.255 -0.061
C -0.860 0.864 -1.206
C -0.631 -0.578 -0.775
O 0.706 -0.896 -1.113
H 0.696 -0.476 2.272
H 1.848 -1.449 1.338
H 0.152 -1.913 1.381
H -0.482 1.542 0.808
H 0.895 2.005 -0.240
H -1.888 1.226 -1.121
H -0.490 1.062 -2.216
H -1.356 -1.349 -0.552